Below is a structure of composition C54H38Cl8N3O7P2SSc in a non-equilibrium geometry, with properties calculated with wB97M-V/def2-TZVPD.

Computed properties:
- multiplicity = 1
- energy relative to the best compared isomer or geometry (same formula, charge and spin) (kcal per mole) = 0.0
- total energy (Eh) = -8295.0250
- lowest unoccupied orbital energy (eV) = -0.26
- strongest force on any atom (hartree/bohr) = 0.02337
- HOMO level (eV) = -7.83
- frontier orbital gap (eV) = 7.5664

Each line ends with the Mulliken charge.
Cartesian coordinates (Å):
Sc -1.837 -0.855 0.449  -0.938
Cl -1.088 2.698 1.910  -0.161
C -2.670 1.994 2.167  0.880
C -2.929 0.723 1.682  -0.897
C -4.166 0.214 2.021  1.084
Cl -4.473 -1.421 1.444  -0.097
C -5.136 0.878 2.760  -0.278
Cl -6.646 0.139 3.127  -0.198
C -4.841 2.164 3.205  0.623
Cl -5.998 3.043 4.125  -0.199
C -3.596 2.726 2.913  -0.258
Cl -3.225 4.307 3.495  -0.181
O 0.245 -0.728 0.452  0.642
P 1.395 -1.708 0.628  1.062
C 1.025 -2.899 1.952  -1.078
P -0.122 -2.139 3.138  -0.325
O -1.368 -1.618 2.473  0.415
C 0.783 -0.829 3.956  0.784
C 0.163 0.408 4.083  -0.823
C 0.821 1.443 4.732  -0.548
C 2.087 1.236 5.256  -0.577
C 2.705 -0.005 5.138  -0.765
C 2.054 -1.039 4.492  -0.571
C -0.533 -3.365 4.375  0.848
C 0.091 -4.605 4.452  -0.260
C -0.293 -5.510 5.432  -0.821
C -1.297 -5.175 6.326  -0.492
C -1.928 -3.939 6.245  -0.732
C -1.550 -3.033 5.271  -0.675
C 1.786 -2.611 -0.848  1.018
C 1.739 -1.899 -2.051  -0.761
C 2.037 -2.542 -3.235  -0.671
C 2.391 -3.886 -3.223  -0.595
C 2.434 -4.597 -2.034  -0.670
C 2.124 -3.962 -0.839  -0.348
C 2.830 -0.777 1.158  0.701
C 2.683 0.575 1.455  -0.184
C 3.779 1.299 1.901  -0.945
C 5.007 0.674 2.053  -0.555
C 5.154 -0.675 1.751  -0.831
C 4.067 -1.403 1.296  -0.868
H 1.952 -3.208 2.436  1.238
H 0.535 -3.776 1.519  0.180
H -0.819 0.557 3.653  0.527
H 0.344 2.410 4.816  0.539
H 2.599 2.044 5.761  0.428
H 3.694 -0.161 5.547  0.461
H 2.539 -2.004 4.404  0.367
H 0.862 -4.884 3.745  0.383
H 0.186 -6.478 5.488  0.446
H -1.599 -5.884 7.085  0.397
H -2.718 -3.686 6.939  0.432
H -2.050 -2.075 5.192  0.351
H 1.433 -0.860 -2.056  0.297
H 1.963 -2.006 -4.171  0.435
H 2.603 -4.393 -4.155  0.403
H 2.641 -5.656 -2.018  0.454
H 2.099 -4.562 0.060  0.228
H 1.711 1.041 1.354  0.377
H 3.669 2.348 2.139  0.512
H 5.860 1.239 2.403  0.437
H 6.117 -1.154 1.860  0.442
H 4.184 -2.449 1.038  0.479
O 0.903 -6.943 -0.292  -0.679
C -0.130 -6.903 -1.002  -0.016
O -0.534 -7.637 -1.898  -0.717
C -0.934 -5.647 -0.669  0.672
C -1.406 -5.454 0.631  -0.732
C -1.861 -4.213 1.009  -1.003
N -1.889 -3.172 0.169  0.389
C -1.601 -3.396 -1.122  0.445
C -1.120 -4.607 -1.581  -0.305
C -1.817 -2.177 -2.003  0.247
O -1.410 -2.120 -3.139  -0.696
O -2.456 -1.228 -1.360  -0.354
H -1.348 -6.257 1.353  0.495
H -2.175 -4.009 2.028  0.892
H -0.860 -4.714 -2.625  0.590
Cl 2.551 5.279 -9.411  -0.210
C 1.803 4.875 -7.900  0.404
C 2.592 4.592 -6.797  -1.013
C 1.978 4.277 -5.596  0.045
C 0.593 4.238 -5.474  -0.715
C -0.046 3.877 -4.150  0.610
C -0.300 2.377 -4.082  -1.448
N -1.059 1.997 -2.910  0.399
C -2.410 2.177 -2.731  -1.540
C -2.692 1.688 -1.496  -0.600
N -1.541 1.220 -0.909  1.404
C -0.584 1.443 -1.777  -0.989
O 0.782 4.219 -3.056  -0.407
C 0.652 5.590 -2.679  -0.797
C -0.711 5.877 -2.133  -0.563
C -1.614 6.746 -2.666  0.679
Cl -1.407 7.715 -4.071  -0.206
S -3.096 6.779 -1.804  -0.245
C -2.518 5.599 -0.702  -0.277
C -1.253 5.210 -0.995  -0.199
C -0.163 4.520 -6.606  0.676
Cl -1.902 4.458 -6.534  -0.214
C 0.422 4.841 -7.819  -0.810
H 3.668 4.622 -6.880  0.422
H 2.577 4.071 -4.720  0.473
H -1.009 4.393 -4.071  0.621
H 0.655 1.847 -4.068  0.332
H -0.852 2.062 -4.969  0.479
H -3.034 2.596 -3.499  0.612
H -3.647 1.615 -1.005  0.677
H 0.457 1.202 -1.641  0.480
H 0.870 6.240 -3.533  0.416
H 1.415 5.756 -1.918  0.355
H -3.148 5.257 0.100  0.480
H -0.714 4.459 -0.439  0.408
H -0.188 5.059 -8.683  0.460